The following is a quantum chemistry calculation of 8 unconnected molecules or ions with the total composition C38H80N11O10, from the Open Molecules 2025 dataset.

XYZ file:
```
139
Properties=species:S:1:pos:R:3:forces:R:3:mulliken_charge:R:1
C -1.06472 -2.36663 5.37122 -0.2 0.0 0.2 -0.5167
C -1.00426 -1.31411 6.47548 0.4 0.0 -0.1 -0.7858
C -1.63072 0.04728 6.13309 -0.1 -0.3 0.3 -0.4530
C -2.99039 0.03447 5.40596 -0.1 0.3 0.2 -0.8610
C -3.06732 1.04565 4.24589 0.0 0.0 0.3 -1.2316
C -1.96659 0.92414 3.23161 -0.9 0.1 0.6 0.2384
N -1.16137 1.94872 3.20877 0.5 0.0 -0.3 -0.9429
N -0.12258 1.90372 2.36528 -0.4 -0.5 -0.3 1.4733
C 0.79206 3.07267 2.39138 -0.3 0.6 0.5 -1.5535
N 1.83460 2.83634 3.34014 0.1 -0.7 -0.4 -0.4531
C 0.11301 0.86297 1.57870 0.8 0.3 -0.1 -0.1151
N 1.25108 0.86625 0.80925 0.1 -0.5 0.4 -0.2557
C -0.80031 -0.21764 1.54813 0.1 0.1 -0.5 0.5045
O -0.55135 -1.24925 0.71057 0.3 0.0 -0.2 -0.1523
C -0.81402 -0.98745 -0.69042 -0.2 0.0 -0.3 -0.0424
C -0.90047 -2.33398 -1.39816 0.4 -0.2 0.4 -0.5241
O -0.37035 -2.23439 -2.69256 -0.3 0.0 -0.1 -0.4146
C 0.76860 -3.06243 -2.90229 0.4 -0.1 -0.3 0.2706
C 1.09005 -3.12109 -4.39066 0.3 0.0 0.2 -1.2662
C -1.86367 -0.21579 2.38198 0.2 0.1 0.5 0.2283
C -2.82076 -1.36842 2.37375 -0.8 0.6 -0.3 -0.4710
C -4.25813 -0.88764 2.13690 0.6 -1.2 -0.1 0.0291
C -4.90955 -1.25673 0.87123 -0.1 2.9 0.0 -0.7488
O -4.41391 0.14303 1.22586 -0.4 -0.1 0.1 -0.3754
H -0.73741 -1.94246 4.41822 0.0 -0.1 0.0 -0.1779
H -0.42918 -3.21788 5.61403 0.1 0.0 0.0 0.5079
H -2.07507 -2.76535 5.26074 0.0 0.0 -0.1 0.3112
H 0.05260 -1.12635 6.68185 0.0 0.0 0.1 0.3493
H -1.41231 -1.71466 7.40453 -0.2 0.0 -0.1 0.3500
H -0.89033 0.63482 5.58514 -0.1 0.0 -0.2 0.1758
H -1.77551 0.56504 7.08274 0.1 0.2 -0.1 0.3826
H -3.31277 -0.96509 5.11582 0.2 0.0 -0.1 0.4817
H -3.73957 0.38231 6.11908 -0.1 -0.2 0.0 0.5513
H -2.98871 2.03332 4.70043 0.1 0.1 -0.2 0.4306
H -4.03765 1.01664 3.74974 0.0 -0.1 0.0 0.4716
H 0.13475 3.90963 2.63393 0.0 0.0 0.0 0.5438
H 1.17793 3.23727 1.39008 0.0 -0.1 0.0 0.4890
H 2.66385 3.34676 3.06580 -0.1 0.2 0.2 0.3219
H 1.55713 3.16311 4.25482 0.1 0.0 0.0 0.2520
H 2.07675 1.12704 1.34256 -0.1 0.4 -0.1 0.3317
H 1.41700 -0.04298 0.39420 -0.1 0.0 -0.1 0.1451
H -0.00628 -0.41611 -1.15515 0.1 0.0 0.1 0.1217
H -1.73021 -0.39732 -0.77651 0.0 0.0 0.1 0.1745
H -0.31252 -3.03378 -0.79276 0.0 0.0 0.0 0.0770
H -1.91959 -2.72791 -1.41943 -0.1 0.1 -0.1 0.3111
H 0.60340 -4.06598 -2.50171 -0.2 0.0 0.0 0.4337
H 1.63384 -2.64212 -2.37161 -0.1 0.0 0.2 -0.0480
H 1.36609 -4.13341 -4.68265 -0.1 0.0 0.0 0.2798
H 0.23568 -2.79794 -4.98134 0.0 0.0 0.0 0.3357
H 1.95243 -2.49142 -4.60509 -0.1 0.1 -0.2 0.2706
H -2.58044 -1.99334 1.51841 0.3 -0.2 0.3 0.3264
H -2.78431 -1.93996 3.29747 0.2 -0.1 -0.1 0.1038
H -4.91611 -0.87423 2.99931 0.0 0.1 0.1 0.5245
H -5.98664 -1.16804 0.87685 -0.1 -0.7 -0.3 0.3088
H -4.37159 -1.41446 -0.05084 -0.1 -1.2 0.1 0.2445
C -1.19494 -5.71007 -6.42399 -0.1 0.1 0.1 0.0888
O -1.28057 -6.54819 -5.54713 0.1 0.0 0.0 -0.6069
N -0.33027 -5.76267 -7.45401 0.1 0.0 0.0 0.1407
C -0.26831 -4.72787 -8.46495 0.0 -0.1 0.0 -0.9594
C 0.56634 -6.90445 -7.54563 -0.1 0.0 0.0 -0.9089
H -1.83480 -4.80997 -6.43863 0.0 0.0 -0.1 0.3138
H -0.48256 -5.13973 -9.45269 0.0 0.0 0.0 0.3730
H 0.72251 -4.26952 -8.48803 0.0 0.0 0.0 0.3358
H -1.00417 -3.95717 -8.24306 0.0 0.0 0.0 0.3092
H -0.00246 -7.83112 -7.61720 0.0 0.0 0.0 0.2977
H 1.19619 -6.96768 -6.65780 0.0 0.0 0.0 0.2360
H 1.19337 -6.79524 -8.42668 0.0 0.0 0.0 0.3921
C 2.11377 6.61761 3.35311 0.2 0.1 -0.1 0.0623
O 2.48978 5.49387 3.02588 -0.1 0.1 0.0 -0.6097
N 1.57259 7.50645 2.52222 0.0 0.1 0.0 0.1519
C 1.14415 8.82917 2.95780 0.0 -0.1 -0.1 -0.7507
C 1.40167 7.15434 1.12126 0.0 -0.1 0.0 -0.7687
H 2.21547 6.98558 4.38497 0.0 0.0 0.0 0.3174
H 0.08405 8.95746 2.74401 0.0 0.1 0.0 0.2231
H 1.70435 9.59631 2.42166 0.0 0.0 0.0 0.3350
H 1.32502 8.94116 4.02521 0.0 0.0 0.0 0.2934
H 0.75185 6.28372 1.02262 0.0 0.0 0.0 0.0532
H 2.36592 6.91818 0.67010 0.0 0.0 0.0 0.3371
H 0.94702 7.99221 0.60094 0.0 0.0 0.0 0.3691
C 4.13895 1.36645 -4.61427 0.0 0.0 0.0 0.0952
O 3.91190 1.60689 -5.77903 0.0 0.0 0.0 -0.5606
N 3.21541 0.87980 -3.75135 0.0 0.0 0.1 0.1630
C 3.52077 0.60506 -2.36806 -0.1 0.0 -0.1 -0.7612
C 1.87609 0.63058 -4.25549 0.1 0.0 -0.1 -0.7392
H 5.12773 1.52501 -4.15120 0.0 0.0 0.0 0.2643
H 3.36156 -0.45334 -2.13696 0.0 0.0 0.0 0.1898
H 2.88980 1.20833 -1.70688 0.0 0.0 0.0 0.2776
H 4.56267 0.84726 -2.16713 0.0 0.0 0.0 0.3301
H 1.91637 -0.09296 -5.06942 -0.1 0.0 0.0 0.2734
H 1.43855 1.55083 -4.64412 0.0 0.0 0.0 0.3782
H 1.25087 0.23764 -3.45503 0.0 0.0 0.0 0.1074
C -2.66731 9.40796 3.19626 -0.1 0.0 -0.1 0.1262
O -1.97595 9.55229 2.20292 0.1 0.0 0.1 -0.6606
N -3.83706 8.74848 3.20709 0.0 0.0 0.0 0.1649
C -4.63222 8.60435 4.40774 0.0 0.0 -0.1 -0.9252
C -4.31027 8.16589 1.95868 0.1 0.0 0.0 -0.8400
H -2.38475 9.81508 4.18210 0.0 0.0 0.0 0.2691
H -4.76578 7.54944 4.65657 0.0 0.0 0.0 0.3352
H -5.61665 9.05661 4.27490 0.0 0.0 0.0 0.3381
H -4.13272 9.09824 5.23903 0.0 0.0 0.0 0.2977
H -3.59171 7.44231 1.57336 0.0 0.0 0.0 0.2273
H -4.43853 8.94256 1.20463 0.0 0.0 0.0 0.2896
H -5.26408 7.67545 2.13903 0.0 0.0 0.0 0.3808
C 2.32472 -4.52796 0.29839 0.0 0.2 -0.1 0.1422
O 3.05002 -5.05739 -0.51905 0.0 0.0 0.0 -0.6194
N 1.81696 -5.12328 1.39102 0.0 0.0 0.0 0.1696
C 0.94666 -4.42618 2.31380 0.1 -0.1 0.0 -0.5565
C 2.16140 -6.51600 1.64343 0.0 0.0 -0.1 -1.0094
H 2.00952 -3.47079 0.19878 0.0 0.0 0.1 0.2256
H 1.38545 -4.39919 3.31343 0.0 0.0 0.0 0.5151
H -0.02526 -4.92096 2.37532 0.0 0.0 0.0 0.3660
H 0.79545 -3.40306 1.96988 0.0 0.0 0.0 -0.2596
H 3.24031 -6.62678 1.74769 0.0 0.0 0.0 0.2967
H 1.83697 -7.14359 0.81383 0.0 0.0 0.0 0.3067
H 1.67344 -6.84305 2.55779 0.0 0.0 0.0 0.4047
C 4.65831 -8.31538 -4.46976 0.0 0.0 0.0 0.1914
O 5.18581 -9.27470 -4.99518 0.0 0.0 0.0 -0.5998
N 5.28617 -7.45380 -3.64510 -0.1 0.1 0.0 0.1428
C 4.60599 -6.32330 -3.04585 0.2 -0.1 0.0 -0.9008
C 6.69167 -7.67744 -3.35632 0.0 0.0 0.0 -0.9575
H 3.59444 -8.06352 -4.62707 0.0 0.0 0.0 0.2208
H 5.08142 -5.38918 -3.35590 -0.1 0.0 0.0 0.3148
H 4.63242 -6.38285 -1.95872 -0.1 0.0 0.0 0.4189
H 3.56507 -6.30852 -3.36301 0.0 0.0 0.0 0.2002
H 7.27919 -7.65471 -4.27450 0.0 0.0 0.0 0.2998
H 6.83603 -8.65386 -2.89322 0.0 0.0 0.0 0.2972
H 7.04322 -6.90067 -2.68133 0.0 0.0 0.0 0.3827
C -2.21492 5.14975 -0.83480 0.1 0.0 0.0 -0.0168
O -2.27285 5.74316 0.22585 0.0 0.0 0.0 -0.5856
N -2.51983 3.84347 -0.97623 0.0 0.0 0.0 0.2654
C -2.41980 3.14948 -2.24256 -0.1 0.0 0.1 -0.7885
C -2.96124 3.13060 0.20914 0.1 0.0 -0.1 -0.7164
H -1.89399 5.63268 -1.77176 0.0 0.0 0.0 0.3268
H -3.39025 2.75056 -2.54345 0.0 0.0 0.0 0.3195
H -1.70864 2.32155 -2.17487 0.0 0.0 0.0 0.2207
H -2.07485 3.83876 -3.01044 0.0 0.0 0.0 0.2992
H -3.86511 3.58856 0.61009 0.0 -0.1 0.1 0.3809
H -2.18590 3.18001 0.97674 -0.1 0.0 0.1 -0.0596
H -3.16179 2.09017 -0.03929 0.0 0.0 0.0 0.3531
```
Forces are in eV/Å.

HOMO energy in eV: -10.23
Energy above the lowest of the compared OMol25 structures with the same formula, charge and spin in kJ/mol: 0.0
Spin multiplicity: 1
Gap between HOMO and LUMO in eV: 6.707
LUMO in eV: -3.52
Charge: +1